No. 1
Computed, not measured: C4H9NO in the gas phase, with ωB97M-V with the def2-TZVPD basis set.

Values from the calculation:
SMILES: C=C(O)NCC
Charge: 0

The geometry in XYZ format:
```
15
Properties=species:S:1:pos:R:3:forces:R:3:nbo_charge:R:1
C 2.50994 0.25586 0.35511 0.0144 0.2915 -0.2381 -0.907
C 1.21806 -0.34018 0.16127 -0.0527 0.1570 -0.1216 0.631
O 1.16120 -1.43322 0.86225 0.1808 0.0913 0.0874 -0.699
N 0.15335 0.09931 -0.50665 0.1999 0.0211 0.0437 -0.570
C -1.17971 -0.47523 -0.39563 -0.0732 -0.1195 0.0232 -0.224
C -2.21628 0.57245 -0.01098 -0.0409 0.0384 0.0111 -0.616
H 2.61613 1.33754 0.26359 -0.0346 -0.1535 0.0036 0.211
H 3.28654 -0.28984 -0.18580 -0.1154 0.0118 0.1018 0.237
H 2.17405 -0.92105 1.28690 -0.2062 -0.2989 0.0168 0.469
H 0.28764 0.90142 -1.10349 0.0097 -0.0936 0.0921 0.404
H -1.10958 -1.26182 0.35919 -0.0469 0.1055 -0.1058 0.232
H -1.44826 -0.95580 -1.34404 0.0319 0.0643 0.1345 0.193
H -3.20841 0.11550 0.05805 0.1411 0.0609 -0.0110 0.220
H -2.27092 1.37385 -0.75699 0.0206 -0.1108 0.0940 0.202
H -1.97375 1.02121 0.95723 -0.0287 -0.0654 -0.1318 0.216
```
Forces are in eV/Å.



No. 2
Computed, not measured: C4H9NO in the gas phase, with ωB97M-V with the def2-TZVPD basis set.

Values from the calculation:
Charge: 0

The geometry in XYZ format:
```
15
Properties=species:S:1:pos:R:3:forces:R:3:nbo_charge:R:1
C -1.78706 0.53040 0.29456 0.0651 0.0274 0.0292 -0.616
C -1.28407 -0.45503 -0.75865 -0.1376 -0.1628 0.0247 -0.239
N -0.00789 -0.11182 -1.39761 0.3074 0.0625 -0.1825 -0.611
C 1.24462 -0.32680 -1.01478 -0.6738 0.2971 0.0232 0.302
O 1.24043 -0.84232 0.25531 -0.0087 0.2943 -0.2739 -0.584
C 2.22364 -0.06090 0.93872 0.2427 0.1279 0.3725 -0.254
H -2.78696 0.22671 0.63022 0.2146 0.0389 -0.0637 0.214
H -1.86575 1.54861 -0.10170 0.0627 -0.1580 0.0216 0.206
H -1.12429 0.54094 1.16427 -0.0639 0.0336 -0.1392 0.217
H -1.18484 -1.45027 -0.31982 0.0043 0.1285 -0.0462 0.214
H -2.00917 -0.52612 -1.57510 0.0295 -0.0553 0.1425 0.197
H -0.05725 0.42978 -2.24700 -0.1178 -0.3204 -0.1269 0.397
H 2.02941 0.99547 0.72082 0.2183 -0.1153 0.2799 0.178
H 3.23982 -0.30179 0.60565 -0.2081 -0.0654 0.0816 0.191
H 2.09648 -0.23018 2.00982 0.0653 -0.1331 -0.1428 0.188
```
Forces are in eV/Å.



No. 3
Computed, not measured: C4H9NO in the gas phase in a non-equilibrium geometry, with ωB97M-V with the def2-TZVPD basis set.

Values from the calculation:
SMILES: CC(C)C(N)=O
Charge: 0

The geometry in XYZ format:
```
15
Properties=species:S:1:pos:R:3:forces:R:3:nbo_charge:R:1
C -0.47276 -1.54705 0.25230 -0.1750 0.5018 0.1440 -0.616
C -0.46665 -0.03681 -0.26269 -0.1766 0.8190 -0.1001 -0.317
C -1.32656 1.27570 0.23248 -0.2851 -1.0781 0.1691 -0.597
C 0.92081 0.57747 -0.23738 0.3385 0.4779 -0.1268 0.667
N 2.05431 -0.16726 -0.06862 0.1151 -0.0865 -0.0493 -0.830
O 1.02813 1.79066 -0.27060 0.9046 -0.0026 -0.1055 -0.628
H 0.00611 -1.71754 1.22501 -0.1963 0.4284 -0.0868 0.216
H 0.08684 -2.20942 -0.44499 -0.2262 0.7303 0.0985 0.204
H -1.46733 -2.00656 0.29671 0.0343 0.4401 0.0094 0.222
H -0.79051 -0.13069 -1.30317 0.3256 0.1110 -0.1386 0.225
H -1.01927 2.25252 -0.20099 0.2195 -1.3145 -0.1548 0.258
H -2.35859 1.16488 -0.06882 -0.4624 -0.3604 0.3402 0.196
H -1.23255 1.45585 1.30667 -0.2048 -0.3967 -0.0099 0.208
H 2.15758 -1.11635 -0.38187 -0.2138 -0.0390 0.1100 0.391
H 2.88043 0.41460 -0.07406 0.0026 -0.2309 -0.0995 0.402
```
Forces are in eV/Å.



No. 4
Computed, not measured: 2 unconnected molecules or ions with the total composition C4H9NO, with ωB97M-V with the def2-TZVPD basis set.

Values from the calculation:
SMILES: CCCN=C=O.[H][H]
Charge: 0

The geometry in XYZ format:
```
15
Properties=species:S:1:pos:R:3:forces:R:3:nbo_charge:R:1
C 0.53775 -0.79537 1.55138 -0.0161 0.0092 0.0498 -0.612
C 0.82671 -1.15184 0.09594 0.0324 -0.0454 -0.0403 -0.403
C 0.95185 0.07116 -0.81065 0.2009 -0.1439 -0.0229 -0.206
N -0.30113 0.78444 -0.94233 -0.6436 -0.1449 -0.2270 -0.560
C -1.40828 0.47822 -1.31112 -0.0892 0.0457 -0.0303 0.866
O -2.52345 0.30549 -1.64258 0.7069 0.0990 0.2097 -0.526
H 0.46538 -1.69831 2.16577 -0.0014 0.1389 -0.0776 0.214
H 1.33801 -0.17051 1.96530 -0.1173 -0.0861 -0.0606 0.204
H -0.40365 -0.24409 1.64873 0.1405 -0.0790 -0.0293 0.213
H 0.03390 -1.80064 -0.30029 0.1336 0.0729 0.0507 0.200
H 1.76267 -1.71951 0.02713 -0.1030 0.0742 0.0169 0.208
H 1.29572 -0.22112 -1.80952 -0.0132 0.0151 0.1474 0.202
H 1.68915 0.77056 -0.40278 -0.1301 -0.0974 -0.0548 0.202
H -1.78424 2.75087 -0.00017 -0.0758 0.0485 0.0082 0.001
H -2.48039 2.64066 -0.23483 -0.0248 0.0932 0.0600 -0.004
```
Forces are in eV/Å.



No. 5
Computed, not measured: C4H9NO in the gas phase, with ωB97M-V with the def2-TZVPD basis set.

Values from the calculation:
Charge: 0

The geometry in XYZ format:
```
15
Properties=species:S:1:pos:R:3:forces:R:3:nbo_charge:R:1
C 0.72970 -1.43384 0.57729 0.0029 -0.0439 0.0234 -0.635
C 0.63328 -0.73923 -0.77156 0.3868 0.0613 -0.0077 -0.242
N -0.64581 -0.12157 -1.12804 0.1734 0.5246 -0.4035 -0.556
C -0.95720 1.13043 -0.91102 -0.8281 -0.1958 0.1841 0.066
C -0.37708 1.74013 0.36822 -0.0649 0.2760 -0.1737 -0.196
O -0.99100 1.01361 1.43679 -0.1857 0.0161 0.0052 -0.712
H 1.78766 -1.64071 0.76686 -0.1456 -0.0766 0.0541 0.215
H 0.34822 -0.78887 1.37332 0.1224 -0.1349 -0.1603 0.246
H 0.18384 -2.38183 0.59975 0.0308 0.1148 -0.0450 0.207
H 0.89260 -1.40346 -1.59844 0.0527 -0.0830 0.1376 0.201
H -1.15949 -0.55388 -1.88745 0.1463 -0.0599 0.1299 0.393
H 1.32341 0.10559 -0.81689 0.3058 -0.3352 0.1510 0.197
H -0.74161 2.76915 0.35146 0.1551 0.0454 0.3099 0.177
H 0.70224 1.77982 0.59693 -0.1391 -0.2904 -0.4494 0.171
H -1.72874 0.52466 1.04276 -0.0128 0.1816 0.2443 0.469
```
Forces are in eV/Å.



No. 6
Computed, not measured: C4H9NO in the gas phase, with ωB97M-V with the def2-TZVPD basis set.

Values from the calculation:
Charge: 0

The geometry in XYZ format:
```
15
Properties=species:S:1:pos:R:3:forces:R:3:nbo_charge:R:1
O -2.07951 -0.08728 -0.66138 0.1331 -0.1257 -0.2228 -0.714
C -1.53714 -0.25297 0.62475 0.0964 -0.0260 0.3468 -0.078
C -0.24086 0.53010 0.79536 -0.0808 0.0584 0.0840 -0.240
N 0.81148 0.11649 -0.16688 0.0673 -0.0207 -0.1048 -0.239
C 1.49376 1.08117 -0.76763 -0.0599 -0.0305 -0.0621 -0.316
C 0.99156 -1.20169 -0.36624 0.1703 0.0431 0.1041 -0.435
H -1.46605 -0.52904 -1.26745 -0.1200 0.0461 0.0038 0.475
H -1.38157 -1.31373 0.86546 -0.0373 0.1753 -0.0657 0.172
H -2.27197 0.14003 1.33619 0.1380 -0.0209 -0.0929 0.189
H -0.43025 1.59245 0.62497 0.0754 -0.1567 0.0073 0.216
H 0.16325 0.40517 1.80596 -0.0469 -0.0097 -0.1452 0.215
H 1.07561 2.07493 -0.83630 0.0490 -0.1260 0.1771 0.189
H 2.39241 0.80171 -1.30173 -0.1944 0.0393 -0.0504 0.190
H 0.77610 -1.87960 0.45025 -0.1450 0.1237 -0.1439 0.185
H 1.70318 -1.47773 -1.13533 -0.0451 0.0304 0.1647 0.191
```
Forces are in eV/Å.



No. 7
Computed, not measured: 2 unconnected molecules or ions with the total composition C4H9NO in a non-equilibrium geometry, with ωB97M-V with the def2-TZVPD basis set.

Values from the calculation:
SMILES: C=CC(=C)N.O
Charge: 0

The geometry in XYZ format:
```
15
Properties=species:S:1:pos:R:3:forces:R:3:nbo_charge:R:1
C -0.61733 -0.62837 2.80327 -0.5273 1.0133 0.8050 -0.369
C -0.75698 -0.11097 1.58795 -0.1432 -0.6709 -0.1316 -0.221
C 0.24710 -0.11405 0.51696 1.2016 1.3713 -0.5703 0.137
C 1.37788 0.58768 0.71071 0.0873 -0.4256 0.8884 -0.484
N -0.09036 -0.55619 -0.76709 -0.1981 -0.1851 -0.2611 -0.843
H -1.43128 -0.48866 3.50934 -0.1340 -0.0377 -0.1482 0.193
H 0.27404 -0.95874 3.32228 0.2805 -0.4598 -0.8015 0.206
H -1.67498 0.40478 1.31287 -0.1993 -0.3657 0.0890 0.210
H 1.56664 0.93251 1.71820 -0.0097 0.1113 -0.0336 0.201
H 2.17145 0.80274 0.00724 -0.2458 -0.2704 -0.3542 0.198
H 0.69302 -0.87753 -1.31952 -0.1101 0.0599 0.1089 0.391
H -0.90613 -1.12776 -0.89887 -0.0178 -0.2369 0.3698 0.384
O -0.18254 0.69143 -3.69134 0.0703 -0.0056 -0.0585 -0.945
H -0.53081 0.28183 -2.89262 -0.0298 0.0785 0.1486 0.474
H 0.42557 1.35575 -3.35190 -0.0245 0.0234 -0.0508 0.467
```
Forces are in eV/Å.



No. 8
Computed, not measured: 2 unconnected molecules or ions with the total composition C4H9NO in a non-equilibrium geometry, with ωB97M-V with the def2-TZVPD basis set.

Values from the calculation:
Charge: 0

The geometry in XYZ format:
```
15
Properties=species:S:1:pos:R:3:forces:R:3:nbo_charge:R:1
O 0.33804 -2.40337 1.39999 0.2056 1.7069 -1.3716 -0.565
C 0.20066 -1.21355 1.09571 0.3162 -0.3949 0.5005 0.376
C 1.17169 -0.15876 0.61427 -0.7968 -3.7939 3.7775 -0.293
C -0.73835 -0.57149 -0.84098 0.1913 1.8391 -2.4220 -0.447
C -1.00715 0.89333 -1.18875 -1.2854 -0.4276 -2.1439 -0.668
N 1.25640 0.68863 1.78991 -1.3186 -1.7392 -1.1358 -0.540
H -0.52079 -0.54704 1.51681 -1.8449 -0.3677 0.9016 0.110
H 1.95080 -0.56956 0.06312 1.7338 0.3479 -1.3563 0.233
H -0.12326 -0.93709 -1.68401 0.3361 -0.2001 0.8570 0.190
H -1.70301 -1.06345 -1.00400 0.1972 -0.6272 1.4462 0.214
H -0.12645 1.45944 -1.43613 0.5433 0.2049 -0.0557 0.196
H -1.57820 1.46926 -0.49132 -0.3546 0.1914 0.8379 0.210
H -1.66974 0.92557 -2.15149 1.0348 -0.0515 1.4491 0.215
H 0.49613 0.77280 0.56180 -0.2822 1.4178 -0.3250 0.423
H 2.05324 1.25528 1.75507 1.3243 1.8943 -0.9596 0.345
```
Forces are in eV/Å.



No. 9
Computed, not measured: C4H9NO in the gas phase, with ωB97M-V with the def2-TZVPD basis set.

Values from the calculation:
Charge: 0

The geometry in XYZ format:
```
15
Properties=species:S:1:pos:R:3:forces:R:3:nbo_charge:R:1
C -1.51443 0.52076 1.65523 -0.0723 0.0654 0.1425 -0.643
C -0.34741 -0.10636 0.96839 0.1087 -0.0594 -0.0117 -0.212
C 0.40700 -0.94841 -1.81131 -0.1406 -0.0968 -0.1721 -0.259
N 0.71238 0.62035 0.59147 -0.1078 0.0044 -0.0070 -0.419
C 1.66140 0.31254 -0.28794 -0.0065 0.1254 -0.0257 0.121
O 1.55111 -0.87158 -0.94913 0.0451 0.0563 0.1004 -0.529
H -2.45695 0.13554 1.24324 0.1507 0.0863 0.0823 0.217
H -1.53313 1.60721 1.49499 0.0168 -0.1543 0.0648 0.201
H -1.54742 0.34337 2.74074 -0.0054 0.0336 -0.1271 0.201
H -0.31152 -1.15869 0.72470 -0.0904 0.1974 -0.0512 0.193
H 0.75887 -1.31530 -2.77874 -0.0562 0.0563 0.1204 0.188
H -0.05929 0.03750 -1.93844 0.1428 -0.1799 0.0138 0.182
H -0.34216 -1.64259 -1.41001 0.2095 0.1226 -0.0953 0.178
H 0.77760 1.56040 0.97302 0.0002 -0.1363 -0.0842 0.407
H 2.56734 0.89861 -0.36956 -0.1947 -0.1211 0.0502 0.174
```
Forces are in eV/Å.



No. 10
Computed, not measured: 2 unconnected molecules or ions with the total composition C4H9NO in a non-equilibrium geometry, with ωB97M-V with the def2-TZVPD basis set.

Values from the calculation:
SMILES: C=NCCC=O.[H][H]
Charge: 0

The geometry in XYZ format:
```
15
Properties=species:S:1:pos:R:3:forces:R:3:nbo_charge:R:1
C 0.88804 -1.73288 0.71248 0.4660 -1.1745 -0.2458 0.220
N 0.25344 -2.29914 -0.24349 0.3001 2.5918 0.4651 -0.608
C -0.49351 -1.05842 -0.80058 -1.3356 -0.7066 -0.1591 -0.226
C -0.81934 0.24370 -0.03519 -0.4792 1.2056 -1.9661 -0.506
C 0.08706 1.41122 -0.15798 2.1741 -1.1590 2.2303 0.369
O -0.16629 2.55829 0.06106 -0.3858 1.0286 0.1830 -0.556
H 0.48638 -1.61271 1.73732 -0.1943 0.4960 -0.0251 0.120
H 1.92401 -1.34469 0.59507 0.2826 -0.4924 0.2779 0.117
H 0.01922 -0.70894 -1.69397 0.4866 -0.3296 -0.0356 0.193
H -1.45756 -1.44546 -1.13693 0.1167 0.0140 -0.0295 0.225
H -1.69710 0.35170 0.59348 0.1549 -0.1116 0.1764 0.250
H -1.03063 0.93027 -0.95140 -1.8990 -1.5870 -0.3509 0.291
H 1.09672 1.08431 -0.45743 0.2444 0.2106 -0.6589 0.114
H 1.17878 2.72515 2.64259 0.0213 0.0818 0.0466 -0.029
H 0.90651 3.15819 2.10271 0.0475 -0.0676 0.0917 0.026
```
Forces are in eV/Å.



What did we get for HOMO-LUMO gap? Answer: 8.90, 9.28, 10.36, 11.17, 8.84, 7.90, 9.35, 6.00, 7.13, 7.49 eV, in the order shown.
What did we get for energy? Answer: -7829.321, -7829.305, -7831.237, -7830.712, -7828.628, -7828.858, -7830.103, -7823.187, -7828.497, -7824.668 eV, in the order shown.